(1)
Formula: C36H95O34PS10
Source: the OMol25 dataset
Level of theory: ωB97M-V/def2-TZVPD

Properties
LUMO energy ... 0.280 eV
HOMO-LUMO gap ... 10.88 eV
Total energy ... -226125.58833 eV
SMILES ... CCOP(=O)(OCC)OCC.CCOS(C)(=O)=O.CCOS(C)(=O)=O.CCOS(C)(=O)=O.CCOS(C)(=O)=O.CCOS(C)(=O)=O.CCOS(C)(=O)=O.CCOS(C)(=O)=O.CCOS(C)(=O)=O.CCOS(C)(=O)=O.CCOS(C)(=O)=O

Geometry (Å):
1 C 13.393 14.574 19.618
2 C 14.723 14.966 19.044
3 O 14.722 16.347 18.796
4 P 16.071 17.175 19.121
5 O 16.991 16.457 20.041
6 O 16.639 17.569 17.652
7 C 16.989 16.633 16.637
8 C 16.536 17.248 15.300
9 O 15.718 18.604 19.619
10 C 14.960 19.511 18.811
11 C 13.827 20.130 19.662
12 H 12.555 14.983 19.195
13 H 13.419 13.471 19.617
14 H 13.365 14.749 20.687
15 H 15.477 14.783 19.767
16 H 14.876 14.492 18.085
17 H 18.040 16.538 16.656
18 H 16.560 15.630 16.739
19 H 15.469 17.412 15.238
20 H 17.084 18.178 15.082
21 H 16.770 16.510 14.503
22 H 15.596 20.312 18.379
23 H 14.512 19.010 17.951
24 H 13.224 20.732 19.009
25 H 13.272 19.242 19.893
26 H 14.120 20.785 20.418
27 C 30.840 16.798 18.235
28 C 30.247 16.046 17.062
29 O 30.820 14.717 17.194
30 S 30.249 13.504 16.282
31 C 29.514 12.421 17.530
32 O 29.181 13.980 15.387
33 O 31.376 12.809 15.737
34 H 30.518 16.192 19.136
35 H 30.573 17.886 18.231
36 H 31.928 16.718 18.261
37 H 29.148 16.085 17.171
38 H 30.585 16.438 16.112
39 H 28.652 12.907 17.958
40 H 30.219 12.101 18.239
41 H 29.307 11.484 16.953
42 C 18.591 21.737 16.396
43 C 19.206 20.359 16.638
44 O 19.836 19.907 15.394
45 S 21.198 19.064 15.555
46 C 22.414 20.210 16.280
47 O 20.991 18.101 16.649
48 O 21.549 18.676 14.212
49 H 17.845 22.073 17.100
50 H 18.171 21.632 15.341
51 H 19.438 22.443 16.311
52 H 19.978 20.475 17.378
53 H 18.522 19.585 16.922
54 H 22.022 20.391 17.266
55 H 22.546 21.070 15.623
56 H 23.314 19.646 16.424
57 C 26.133 12.078 16.244
58 C 24.785 12.507 16.779
59 O 24.855 13.186 18.120
60 S 25.560 12.553 19.339
61 C 24.437 11.340 19.993
62 O 26.757 11.898 18.970
63 O 25.568 13.616 20.285
64 H 26.402 11.110 16.669
65 H 26.988 12.753 16.418
66 H 26.036 11.915 15.199
67 H 24.249 13.235 16.153
68 H 24.149 11.638 16.925
69 H 24.257 10.468 19.374
70 H 23.557 11.955 20.134
71 H 24.936 11.126 20.910
72 C 15.782 11.120 18.529
73 C 16.718 12.089 17.925
74 O 16.281 12.423 16.525
75 S 17.388 13.020 15.525
76 C 18.010 11.614 14.696
77 O 16.601 13.875 14.684
78 O 18.508 13.655 16.155
79 H 16.329 10.600 19.357
80 H 15.492 10.276 17.881
81 H 14.930 11.645 18.877
82 H 16.612 13.068 18.489
83 H 17.741 11.741 17.923
84 H 17.181 11.027 14.319
85 H 18.770 11.180 15.363
86 H 18.588 12.059 13.852
87 C 21.785 16.339 26.727
88 C 21.253 15.588 25.539
89 O 22.212 15.576 24.477
90 S 21.792 14.772 23.186
91 C 23.182 15.067 22.167
92 O 21.602 13.378 23.534
93 O 20.601 15.501 22.654
94 H 22.901 16.325 26.702
95 H 21.454 15.871 27.669
96 H 21.467 17.414 26.733
97 H 21.152 14.538 25.748
98 H 20.271 15.999 25.315
99 H 23.119 14.354 21.318
100 H 24.040 14.916 22.809
101 H 23.027 16.127 21.936
102 C 24.255 17.815 11.562
103 C 24.382 17.106 12.873
104 O 25.431 16.200 12.638
105 S 26.238 15.786 13.890
106 C 27.390 14.890 12.975
107 O 26.902 16.870 14.511
108 O 25.393 14.918 14.700
109 H 23.392 18.371 11.668
110 H 24.220 17.048 10.844
111 H 25.105 18.497 11.336
112 H 24.680 17.796 13.615
113 H 23.521 16.479 13.106
114 H 26.819 14.099 12.456
115 H 28.081 14.425 13.695
116 H 27.853 15.593 12.284
117 C 17.027 13.742 22.008
118 C 18.440 13.145 22.033
119 O 18.298 11.711 21.845
120 S 19.126 10.918 20.734
121 C 20.786 11.062 21.519
122 O 18.513 9.654 20.826
123 O 19.146 11.674 19.556
124 H 16.434 13.513 21.099
125 H 17.011 14.771 22.196
126 H 16.577 13.339 22.847
127 H 18.976 13.463 21.150
128 H 18.895 13.323 22.980
129 H 21.048 12.070 21.528
130 H 21.502 10.513 20.856
131 H 20.677 10.618 22.507
132 C 24.095 11.734 12.583
133 C 23.283 12.372 13.730
134 O 21.858 12.393 13.277
135 S 21.213 13.691 12.820
136 C 20.919 14.659 14.320
137 O 22.037 14.448 11.909
138 O 19.927 13.230 12.394
139 H 23.814 12.233 11.654
140 H 24.038 10.629 12.604
141 H 25.191 12.060 12.750
142 H 23.216 11.698 14.538
143 H 23.570 13.411 13.976
144 H 21.777 14.872 14.972
145 H 20.219 13.992 14.806
146 H 20.476 15.602 13.949
147 C 23.476 16.374 17.049
148 C 22.818 15.650 18.223
149 O 22.356 14.379 17.604
150 S 21.373 13.463 18.462
151 C 19.841 14.335 18.524
152 O 21.343 12.267 17.691
153 O 21.850 13.412 19.844
154 H 24.134 17.213 17.339
155 H 22.812 16.750 16.271
156 H 24.108 15.660 16.601
157 H 23.549 15.343 19.023
158 H 21.977 16.171 18.689
159 H 19.992 15.225 19.175
160 H 19.064 13.611 18.789
161 H 19.598 14.615 17.524
162 C 22.371 20.603 24.145
163 C 22.068 19.313 23.284
164 O 21.204 19.806 22.061
165 S 21.430 19.207 20.599
166 C 20.213 17.858 20.566
167 O 20.922 20.280 19.803
168 O 22.769 18.799 20.412
169 H 23.254 20.485 24.764
170 H 21.553 20.811 24.774
171 H 22.540 21.433 23.427
172 H 22.936 18.907 22.886
173 H 21.479 18.558 23.772
174 H 20.313 17.599 19.570
175 H 19.190 18.252 20.677
176 H 20.511 17.150 21.378

Force components x, y, z for each atom (eV/Å):
C 2.305 -2.315 1.880
C -1.364 -0.070 -0.192
O 0.923 2.530 0.081
P 1.421 -1.152 -1.131
O -0.747 0.571 -0.833
O -0.627 -0.191 1.749
C -1.255 0.450 -1.323
C 1.015 -0.938 -0.393
O -0.470 0.404 0.210
C -0.522 1.740 -0.225
C 0.532 -1.573 -2.514
H -1.948 0.819 -1.451
H -0.613 0.184 -0.432
H 0.010 0.605 0.306
H 0.910 -0.670 0.325
H 0.308 -0.460 -0.197
H 1.300 -0.214 -0.031
H -0.208 0.282 0.382
H -0.284 0.137 0.297
H -0.250 -0.272 0.151
H -0.022 0.477 0.383
H 0.132 -0.663 0.472
H 0.057 -0.218 0.171
H -0.444 0.223 -0.564
H -0.709 0.029 1.093
H 0.699 0.418 1.671
C 0.005 -0.404 0.942
C 0.154 0.538 0.464
O -0.920 -0.899 -0.812
S -0.959 -0.066 0.092
C -0.271 -0.224 -2.256
O 1.677 -0.430 1.563
O -0.223 0.459 0.023
H 0.063 1.326 -0.618
H -0.085 -1.105 0.269
H 0.011 0.111 -0.325
H 0.474 -0.496 -0.456
H -0.260 0.166 -0.280
H -0.258 -0.168 0.102
H 1.134 0.183 1.047
H -0.426 0.945 0.365
C 0.756 -0.805 -2.707
C 0.266 0.624 0.191
O 0.967 0.027 0.069
S -0.325 -0.329 1.464
C -1.145 -0.479 -0.980
O 0.001 0.874 -1.861
O -0.163 0.060 1.091
H -0.072 -0.139 0.236
H 0.047 0.591 1.372
H -0.627 -0.046 0.189
H 0.127 -0.339 0.536
H -0.490 -0.285 0.272
H -0.126 0.589 0.349
H -0.006 -0.037 0.290
H 0.509 -0.361 -0.250
C 0.451 -0.203 0.793
C 0.081 0.449 0.822
O -0.229 -0.095 -1.685
S -1.245 -0.354 0.442
C 0.059 1.192 -0.798
O 1.400 -0.485 -0.282
O 0.247 0.462 0.640
H 0.090 0.099 0.062
H -0.754 0.019 -0.133
H -0.111 0.052 -1.144
H 0.447 -0.181 0.453
H -0.223 -0.041 -0.046
H 0.175 0.044 -0.129
H -0.457 -0.363 0.283
H 0.026 -0.555 0.844
C 0.778 -1.964 0.380
C -0.098 1.894 -0.619
O 1.284 -0.064 0.784
S -1.607 0.835 -0.512
C 0.994 0.861 -0.596
O 0.131 -0.569 -0.282
O -0.104 -0.451 0.713
H -0.613 0.698 -0.286
H 0.044 0.571 -0.103
H -1.019 0.079 0.480
H 0.653 -1.114 -0.621
H 0.094 0.100 -0.200
H 0.155 -0.389 0.200
H -0.679 -0.400 -0.169
H -0.455 -0.307 0.335
C 1.074 0.980 0.423
C -0.410 -0.688 0.872
O 0.703 0.954 -0.421
S -3.476 0.472 -0.600
C -0.554 -0.071 0.236
O 0.402 0.875 -0.334
O 2.239 -1.577 0.683
H -0.785 -0.039 0.189
H 0.087 0.224 -0.426
H 0.272 -0.950 -0.036
H -0.453 -0.424 0.561
H 0.092 -0.040 -0.901
H 0.113 0.722 0.458
H 0.370 -0.079 -0.183
H 0.487 -0.265 -0.481
C 1.547 0.378 0.804
C -0.568 -0.047 -1.187
O 0.877 -0.302 -0.165
S -0.274 -2.423 0.367
C 0.270 -1.391 0.142
O 0.113 1.274 0.702
O 0.620 0.642 -0.377
H -2.025 1.278 -0.575
H -0.458 -0.627 -1.359
H -0.433 -0.544 0.363
H -0.040 0.621 1.291
H -0.308 0.552 0.217
H 0.411 0.420 0.051
H -0.053 0.324 -0.469
H 0.125 -0.256 0.096
C 0.931 -1.089 -1.257
C -1.463 -0.172 -1.953
O -0.242 -0.204 0.272
S 0.926 1.121 4.414
C -0.974 -2.896 -1.510
O 0.148 -1.533 -0.598
O -0.002 0.795 -2.295
H 0.611 -0.005 0.512
H 0.361 1.764 -0.166
H -1.510 -1.143 1.605
H 0.672 0.699 0.276
H 0.712 0.162 0.380
H 0.203 1.619 0.131
H -0.593 0.325 0.713
H 0.209 0.032 -0.078
C 1.755 1.293 1.166
C -0.689 0.282 -2.136
O 1.765 -1.381 1.008
S -1.004 2.239 -0.346
C 0.223 -0.264 -0.880
O 0.099 -0.511 0.442
O -0.376 0.337 -0.265
H -0.134 -0.507 -0.087
H -0.131 0.750 -0.344
H -1.470 -0.764 -0.185
H 0.228 -0.292 1.278
H 0.124 -0.700 0.006
H -0.009 -0.232 -0.469
H -0.255 0.457 0.480
H 0.045 -0.538 0.356
C 0.062 0.776 0.737
C 0.723 -0.430 -0.066
O -0.783 0.671 0.873
S 0.862 0.476 0.808
C 0.408 0.386 0.097
O -0.330 -0.423 -0.102
O -0.115 -0.002 -0.990
H -0.416 -0.353 0.270
H -0.301 -0.247 0.412
H 0.941 -0.807 -0.633
H -0.595 0.492 -0.862
H 0.041 -0.030 -0.231
H -0.424 -0.880 -0.227
H 0.368 0.450 0.502
H 0.086 0.483 -0.544
C 0.275 -1.115 -2.145
C -1.825 2.770 -0.609
O 1.549 -0.981 1.929
S -2.892 1.415 1.435
C 0.860 1.386 2.165
O -0.071 0.047 -0.968
O 1.272 -1.132 -0.007
H 0.194 -0.233 -0.029
H -1.023 0.441 0.649
H -0.105 -0.452 0.558
H 1.600 -0.736 -0.813
H -0.294 -0.179 0.268
H 0.163 -1.504 -2.000
H 0.596 0.060 0.317
H -0.453 0.182 -1.092

Results of the Mulliken charge analysis, in e, for atoms 1 through 99:
1. C -1.7785
2. C 0.9967
3. O -0.4659
4. P 0.5720
5. O -0.1944
6. O 0.2150
7. C 0.9314
8. C -1.5301
9. O -0.3996
10. C -0.0173
11. C -1.3878
12. H 0.4889
13. H 0.3189
14. H 0.4083
15. H -0.4437
16. H 0.2130
17. H 0.0215
18. H -0.4262
19. H 0.3848
20. H 0.2528
21. H 0.3177
22. H 0.1013
23. H 0.2830
24. H 0.4032
25. H 0.3395
26. H 0.3360
27. C -1.2360
28. C 0.0749
29. O -0.3027
30. S 0.9932
31. C -0.8121
32. O -0.5986
33. O -0.6628
34. H 0.2770
35. H 0.3540
36. H 0.3186
37. H 0.2136
38. H 0.3125
39. H 0.0971
40. H 0.5367
41. H 0.3150
42. C -1.4622
43. C 0.8617
44. O -0.3276
45. S 0.8707
46. C -0.8009
47. O -0.0574
48. O -0.6597
49. H 0.3602
50. H 0.3134
51. H 0.3313
52. H -0.0452
53. H -0.0751
54. H 0.1134
55. H 0.3984
56. H 0.3418
57. C -1.2192
58. C 0.7150
59. O -0.1992
60. S 1.3028
61. C -0.6817
62. O -0.6091
63. O -0.6091
64. H 0.5274
65. H -0.0508
66. H 0.3282
67. H -0.6880
68. H 0.4745
69. H 0.3701
70. H -0.2341
71. H 0.5889
72. C -1.3330
73. C 1.2004
74. O -0.4462
75. S 1.3205
76. C -0.8421
77. O -0.7180
78. O -0.5099
79. H 0.2214
80. H 0.3967
81. H 0.1618
82. H -0.4955
83. H 0.3539
84. H 0.4749
85. H 0.1966
86. H 0.2830
87. C -1.2202
88. C -0.2960
89. O -0.1965
90. S 1.1238
91. C -0.0519
92. O -0.7418
93. O -0.6333
94. H 0.2867
95. H 0.3498
96. H 0.2732
97. H 0.5416
98. H 0.2380
99. H -0.4251

---

(2)
Formula: C3H9O4PS2
Source: the OMol25 dataset
Level of theory: ωB97M-V/def2-TZVPD

Properties
LUMO energy (spin up / spin down) ... -1.101 / -1.398 eV
HOMO-LUMO gap (spin up / spin down) ... 6.92 / 7.75 eV
Total energy ... -42398.45510 eV

Geometry (Å):
1 C 1.691 -1.512 -1.476
2 C -2.682 1.280 -1.095
3 C 1.281 1.225 1.872
4 O 1.983 -1.025 -0.088
5 O -1.328 1.560 -0.720
6 O 0.970 -1.726 0.695
7 O -0.520 0.517 -0.744
8 P -0.396 -1.122 1.148
9 S -1.495 -2.736 1.442
10 S 0.072 0.104 2.687
11 H 0.856 -0.781 -1.898
12 H 1.379 -2.637 -1.390
13 H 2.659 -1.435 -2.042
14 H -2.924 0.289 -0.788
15 H -2.790 1.502 -2.113
16 H -3.191 2.141 -0.708
17 H 2.217 0.878 2.064
18 H 1.117 2.181 2.396
19 H 1.103 1.297 0.757

Force components x, y, z for each atom (eV/Å):
C -0.795 0.245 0.331
C 1.202 1.035 0.412
C -2.991 1.226 -1.113
O -1.033 -0.809 -1.248
O 0.011 0.982 0.800
O 2.735 -1.142 -1.252
O 0.282 -1.719 0.165
P -2.178 -0.109 -0.511
S 0.388 1.652 -0.003
S -0.252 0.731 0.628
H 1.730 -1.906 0.666
H 0.451 2.301 -0.311
H -0.986 0.097 0.638
H -0.645 -0.476 0.260
H 0.045 -0.676 -1.997
H -0.795 -0.135 1.177
H 2.686 -1.030 0.463
H 0.114 -0.296 -0.517
H 0.033 0.028 1.413

For reference, the Mulliken charges in units of e are:
1. C -0.3756
2. C -0.5854
3. C -0.6985
4. O -0.2178
5. O -0.2722
6. O -0.1288
7. O -0.1482
8. P 0.5451
9. S -0.3291
10. S -0.1107
11. H 0.1407
12. H 0.2274
13. H 0.2583
14. H 0.2996
15. H 0.2821
16. H 0.2421
17. H 0.3438
18. H 0.3176
19. H 0.2096